# 1
C5H9NO | ωB97M-V/def2-TZVPD

XYZ file:
```
16
Properties=species:S:1:pos:R:3:forces:R:3:lowdin_charge:R:1
C -2.16415 -0.34904 -0.16224 -0.09 -0.03 0.00 -0.070
C -0.64691 -0.15357 -0.08668 0.00 0.00 -0.03 -0.417
C -0.26454 1.23290 0.44815 0.00 0.05 0.02 -0.074
C 2.77906 0.43271 -0.36757 0.12 -0.32 -0.36 0.003
O 2.66530 -0.82737 -0.70412 -0.02 0.27 0.32 -0.066
C -0.00034 -1.20209 0.72301 0.49 -0.63 0.46 -0.202
N 0.57627 -2.00927 1.32126 -0.54 0.77 -0.58 0.159
H -2.58631 0.39892 -0.84093 0.06 -0.11 0.12 0.084
H -2.62034 -0.21402 0.82350 0.07 -0.03 -0.13 0.087
H -2.42994 -1.34232 -0.53411 0.05 0.13 0.05 0.083
H -0.22316 -0.27834 -1.09271 -0.06 0.03 0.14 0.139
H -0.59931 1.99682 -0.25955 -0.01 -0.08 0.11 0.086
H -0.73945 1.41771 1.41716 0.04 -0.04 -0.14 0.089
H 0.81992 1.31456 0.56922 -0.19 0.04 0.01 0.030
H 3.03186 0.91652 -1.34389 0.03 -0.04 0.14 0.012
H 2.40205 -1.33412 0.08952 0.03 -0.02 -0.13 0.055
```
Forces are in eV/Å.

## Properties
E_LUMO ... 0.64 eV

---

# 2
C34H20Br2F4N2OPPt | ωB97M-V/def2-TZVPD

XYZ file:
```
65
Properties=species:S:1:pos:R:3:forces:R:3:lowdin_charge:R:1
Pt -0.40385 -0.22245 0.29341 -1.30 -0.23 0.54 0.983
Br -3.92267 4.83822 -3.84227 0.03 -0.01 0.03 0.763
C -2.85209 3.81113 -2.67285 -0.01 0.01 -0.02 -0.692
C -1.97633 4.45220 -1.77984 -0.05 -0.05 -0.03 -0.087
C -1.20402 3.71555 -0.92667 0.07 -0.01 0.08 0.004
C -1.24698 2.30114 -0.90127 -0.02 0.12 -0.26 -0.318
O -0.43272 1.71620 -0.06975 -0.03 0.14 0.24 -0.291
C -2.13046 1.66076 -1.81278 0.03 0.04 0.01 -0.124
C -2.33167 0.25598 -1.90657 -0.12 -0.01 0.06 -0.046
N -1.77052 -0.64685 -1.17133 0.54 0.07 -0.18 -0.069
C -2.11437 -2.01750 -1.20926 -0.16 -0.04 -0.06 -0.184
C -3.16398 -2.58446 -1.88805 0.06 0.12 -0.04 0.016
C -3.36688 -3.97745 -1.85966 0.03 -0.06 0.02 -0.041
C -2.52380 -4.79941 -1.16709 -0.03 0.00 -0.04 -0.009
C -1.44971 -4.24603 -0.43550 0.01 0.03 0.02 -0.135
C -0.51093 -5.02400 0.27956 0.05 0.04 0.00 0.029
C 0.51703 -4.40828 0.93490 0.00 -0.03 -0.03 -0.017
C 0.58062 -3.00617 0.94074 0.04 -0.04 0.03 -0.137
N -0.30149 -2.25532 0.31901 0.02 0.17 0.23 -0.092
C -1.28576 -2.84946 -0.42446 0.06 -0.20 -0.10 -0.147
C -2.91938 2.45209 -2.68840 -0.01 -0.01 -0.02 -0.083
H -1.91631 5.53221 -1.77214 0.00 0.00 0.00 0.112
H -0.52081 4.19831 -0.24171 0.00 0.00 0.00 0.121
H -3.05734 -0.06045 -2.65188 -0.03 -0.05 0.02 0.131
H -3.85263 -1.97587 -2.45693 0.01 0.02 -0.02 0.115
H -4.19792 -4.39444 -2.41130 -0.01 0.00 0.00 0.119
H -2.66350 -5.87216 -1.17011 -0.01 0.00 0.00 0.125
H -0.60689 -6.10223 0.28135 0.00 -0.01 0.01 0.132
H 1.26983 -4.96944 1.46879 0.00 -0.01 0.00 0.121
H 1.35475 -2.48266 1.48737 -0.01 -0.02 -0.01 0.094
H -3.59022 1.95516 -3.37812 0.00 -0.01 0.01 0.112
F 4.77339 1.89542 5.08156 0.00 0.00 0.01 0.165
C 3.61492 1.58611 4.52881 0.01 0.00 0.00 -0.126
C 2.43916 1.75195 5.23520 -0.01 0.00 0.01 -0.128
F 2.46334 2.22671 6.47055 0.01 0.00 0.00 0.156
C 1.23777 1.42030 4.63383 0.00 -0.04 -0.07 -0.209
F 0.13148 1.62140 5.34744 -0.01 0.02 0.04 0.116
C 1.15511 0.91513 3.34102 -0.01 0.00 -0.02 -0.285
P -0.46883 0.43714 2.62918 0.55 0.06 -0.28 1.008
C -1.45981 1.95403 2.68127 -0.03 -0.05 -0.10 -0.377
C -2.84292 1.82715 2.55833 0.00 -0.02 -0.05 -0.099
C -3.64242 2.95563 2.47976 -0.01 0.00 0.01 -0.060
C -3.06706 4.21859 2.52067 0.01 -0.01 0.00 -0.063
C -1.69085 4.34806 2.62973 0.01 0.01 -0.01 -0.068
C -0.88619 3.21985 2.69772 0.04 -0.04 0.09 -0.082
C -1.22727 -0.66741 3.86333 -0.02 -0.02 -0.09 -0.336
C -1.03693 -2.04151 3.73951 0.08 0.01 -0.02 -0.088
C -1.58762 -2.92016 4.65899 0.00 -0.01 0.00 -0.066
C -2.35132 -2.43123 5.70744 0.00 0.01 -0.01 -0.061
C -2.55702 -1.06407 5.83300 -0.01 -0.01 0.02 -0.053
C -1.99899 -0.18417 4.92042 -0.03 0.00 -0.04 -0.086
C 2.35987 0.77885 2.63928 -0.04 0.02 -0.01 -0.547
Br 2.47505 0.21620 0.83646 0.37 0.02 0.00 0.890
C 3.56882 1.10481 3.23005 -0.03 -0.02 -0.04 -0.264
F 4.71305 0.97447 2.56912 0.02 0.01 0.02 0.093
H -3.29805 0.84333 2.52943 -0.01 0.01 -0.01 0.113
H -4.71556 2.84903 2.39260 0.00 0.00 0.00 0.111
H -3.69174 5.10018 2.46614 0.00 0.00 0.00 0.111
H -1.23885 5.33093 2.65939 0.00 0.00 0.00 0.113
H 0.18868 3.33299 2.76803 0.01 0.00 -0.01 0.115
H -0.44794 -2.43140 2.92224 -0.06 0.02 0.07 0.061
H -1.42418 -3.98447 4.55300 0.00 0.00 0.00 0.109
H -2.78807 -3.11277 6.42506 0.00 0.00 0.00 0.112
H -3.15305 -0.67769 6.64892 0.00 0.00 0.00 0.114
H -2.16847 0.87669 5.03178 -0.01 0.01 0.00 0.106
```
Forces are in eV/Å.

## Properties
Net charge ... +1
E_LUMO ... -3.82 eV

---

# 3
C4H6O2 | ωB97M-V/def2-TZVPD

XYZ file:
```
12
Properties=species:S:1:pos:R:3:forces:R:3:lowdin_charge:R:1
O 0.14781 -1.36266 -1.33131 -0.06 -0.17 0.11 0.051
C 0.08862 -0.39325 -0.35439 -0.01 0.18 0.18 -0.433
C -1.10131 -0.11056 0.51280 -0.14 -0.10 0.21 -0.014
C -0.50602 0.98260 -0.32517 -0.36 0.18 -0.06 -0.206
O 0.64361 1.55320 0.28815 -0.08 0.09 0.13 -0.062
C 1.29634 0.26194 0.30461 0.22 -0.22 0.07 -0.083
H -0.04336 -2.20943 -0.90810 0.02 0.07 -0.16 0.110
H -2.03472 -0.48305 0.09410 0.10 0.08 0.16 0.119
H -1.03942 -0.02958 1.59444 0.05 -0.24 -0.04 0.115
H -1.17304 1.60599 -0.90289 0.40 0.01 -0.43 0.150
H 1.51410 -0.06067 1.32959 0.04 0.00 -0.16 0.124
H 2.20738 0.24546 -0.30183 -0.18 0.13 -0.01 0.130
```
Forces are in eV/Å.

## Properties
E_LUMO ... 0.79 eV

---

# 4
C7H12N2O5 | ωB97M-V/def2-TZVPD

XYZ file:
```
26
Properties=species:S:1:pos:R:3:forces:R:3:lowdin_charge:R:1
C -2.59125 2.03812 2.04254 -1.81 -0.98 1.75 -0.065
O -1.62134 1.02039 1.87439 1.87 -0.57 -1.09 -0.053
C -0.67692 1.19082 0.89156 -1.17 0.00 -0.03 -0.412
O -0.60127 2.16760 0.17828 -0.15 -0.54 0.94 0.113
C 0.18834 -0.04308 0.60341 -1.87 0.01 -1.45 -0.120
C -0.31444 -0.68068 -0.80449 0.43 -0.57 -0.72 -0.258
C -0.32100 -2.20865 -0.62646 -0.47 -1.16 -0.71 -0.064
O 0.67931 -0.38616 -1.83840 -0.78 0.94 1.65 -0.116
N 1.94263 -0.38087 -1.18240 -1.92 -0.74 3.20 -0.093
C 2.88117 0.14982 -2.09312 -0.15 1.93 -0.86 -0.100
C 1.54545 0.39415 0.34364 0.66 3.22 -5.83 -0.109
N 2.47616 -0.01328 1.29394 1.80 -2.30 2.01 -0.372
O 3.63551 0.22022 1.06747 0.80 0.65 -0.23 0.106
O 2.10872 -0.69628 2.25165 0.03 0.62 -0.33 0.083
H -3.45445 1.45299 2.61303 1.56 1.50 -1.43 0.134
H -2.90250 2.41968 1.06625 -0.07 0.15 0.39 0.089
H -2.22637 2.81396 2.74749 -0.14 -0.27 -0.73 0.098
H 0.23677 -0.88024 1.30038 -0.61 0.63 0.29 0.137
H -1.31483 -0.28814 -1.22411 1.64 -0.49 0.91 0.178
H 0.70996 -2.63614 -0.36056 -1.47 0.92 -0.16 0.103
H -0.57166 -2.66867 -1.66877 0.11 0.62 2.01 0.108
H -1.08922 -2.48715 0.18160 1.09 0.12 -1.32 0.104
H 2.66106 1.22365 -2.49268 0.11 -1.77 0.45 0.121
H 3.80052 0.18789 -1.55078 0.83 -0.02 0.11 0.066
H 2.93308 -0.60727 -2.89696 0.15 0.67 0.15 0.102
H 1.70740 1.54493 0.06314 -0.49 -2.55 1.00 0.219
```
Forces are in eV/Å.

## Properties
E_LUMO ... -0.43 eV
SMILES string ... COC(=O)[C@H]1[C@H](C)ON(C)[C@@H]1[N+](=O)[O-]

---

# 5
C29H40N3O13PS2W | ωB97M-V/def2-TZVPD

XYZ file:
```
89
Properties=species:S:1:pos:R:3:forces:R:3:mulliken_spin:R:1
W 0.38679 -0.16501 -0.34906 0.27 1.39 1.43 1.225
C 2.03309 -1.10168 3.36685 0.07 0.00 -0.02 0.002
C 1.21637 -0.12896 2.57856 0.25 0.37 -0.20 0.034
O 1.54537 0.04273 1.33543 -0.32 -0.58 0.83 0.003
C 0.23413 0.62970 3.15367 -0.21 -0.08 0.27 0.015
C -0.51318 1.54554 2.38165 0.13 -0.11 -0.47 0.023
C -1.36782 2.57774 3.05695 -0.01 0.00 0.06 -0.002
N -0.48007 1.49147 1.07241 0.10 -0.16 -0.12 -0.027
N -1.27500 2.43120 0.45846 -0.44 0.74 -0.34 0.044
C -1.51975 2.06485 -0.75468 0.86 -1.11 1.06 -0.040
O -1.02361 0.94050 -1.20746 -1.50 1.72 -1.27 0.008
C -2.41506 2.83513 -1.60618 -0.70 0.46 -0.76 0.009
C -2.90554 2.26836 -2.78788 0.31 -0.12 0.37 -0.004
C -3.77286 2.97446 -3.60016 -0.21 0.18 -0.22 0.003
C -4.16192 4.26681 -3.26851 0.16 -0.16 0.13 -0.002
C -3.67852 4.83479 -2.09341 -0.20 0.15 -0.14 0.002
C -2.82540 4.12963 -1.26781 0.26 -0.30 0.17 0.000
H 2.18982 -1.99420 2.75683 0.02 -0.04 0.03 0.001
H 1.54292 -1.35576 4.30800 -0.01 0.05 0.01 0.000
H 3.01614 -0.67326 3.57622 0.02 0.00 -0.04 0.002
H 0.03402 0.54936 4.21310 0.01 0.00 0.00 0.001
H -1.35699 2.43610 4.13711 0.03 -0.02 0.00 0.001
H -2.38953 2.52978 2.68114 -0.01 0.01 0.03 0.001
H -0.99300 3.57373 2.81555 -0.03 0.01 0.02 0.002
H -2.57851 1.26849 -3.04582 0.04 0.01 -0.09 0.004
H -4.14726 2.51850 -4.50971 0.04 -0.02 0.00 0.000
H -4.82535 4.82415 -3.91790 -0.02 0.01 0.01 0.000
H -3.97850 5.84092 -1.82282 0.02 0.00 0.02 0.000
H -2.45399 4.55610 -0.34518 0.01 0.03 -0.02 0.001
N -2.30233 -1.55916 -1.09519 0.79 0.19 -0.06 0.196
C -1.15998 -1.85045 -0.33584 -2.38 -1.13 1.68 0.200
O -0.99616 -1.14075 0.75661 -0.66 -0.77 -0.01 0.120
C -0.77413 -3.31003 -0.31121 0.79 0.08 -0.58 0.033
C 0.21704 -3.80529 -1.42123 0.01 -0.11 0.08 -0.007
H -2.10487 -1.69908 -2.08633 -0.17 -0.17 -0.05 -0.034
H -2.55595 -0.59013 -0.95323 -0.04 0.09 -0.05 -0.023
H -1.70079 -3.88231 -0.38073 -0.11 0.12 0.09 -0.012
H -0.28806 -3.50529 0.64307 0.00 0.00 0.00 -0.002
H -0.24090 -4.68992 -1.90050 0.00 0.05 -0.03 -0.002
H 0.29902 -3.03021 -2.19285 -0.06 -0.07 -0.03 0.014
O 2.94367 -0.70262 -2.37502 0.00 -0.07 0.01 -0.002
S 3.11170 0.47306 -1.57738 1.04 0.67 -0.67 0.005
O 3.80735 1.54911 -2.26337 -0.25 0.26 0.48 0.000
O 1.78718 1.05252 -1.02407 1.38 0.62 -0.94 0.015
C 4.05060 0.04441 -0.13760 0.08 -0.08 -0.07 0.008
C 4.83083 1.05701 0.41208 0.00 -0.11 -0.09 0.001
C 5.62999 0.76895 1.50517 0.04 -0.03 0.06 0.000
C 5.62459 -0.52413 2.02120 0.06 0.00 0.02 0.001
C 4.80856 -1.50024 1.46901 -0.09 -0.17 -0.15 0.002
C 3.98377 -1.24935 0.37145 -0.30 0.23 0.09 0.004
S 2.65083 -2.76748 -0.22664 0.70 0.09 0.10 0.007
O 1.44499 -4.16620 -0.91839 -0.23 -0.08 0.01 0.011
O 2.60314 -3.33185 1.13856 0.00 -0.01 -0.03 0.001
O 1.49438 -1.68709 -0.36710 0.76 -1.86 -0.05 0.064
H 4.80356 2.03724 -0.04711 0.07 0.03 0.06 0.000
H 6.25935 1.53136 1.95090 -0.03 0.03 -0.02 0.000
H 6.25322 -0.76370 2.87496 -0.01 0.00 0.00 0.000
H 4.76124 -2.49006 1.91426 0.01 0.02 0.03 0.000
C 1.62485 1.05634 -5.94472 -0.13 -0.10 0.16 -0.001
C 0.43763 1.58435 -5.14101 0.15 0.17 -0.36 -0.003
C -0.53365 2.31708 -6.06685 0.01 -0.20 0.06 0.001
C 0.92041 2.54151 -4.05945 -0.17 -0.25 0.10 0.010
O -0.34783 0.50977 -4.57738 0.19 0.14 0.41 0.001
P 0.13936 -0.84696 -3.82745 -0.68 -0.24 0.04 -0.011
O 1.15530 -1.56071 -4.60544 0.06 0.00 -0.05 0.000
O 0.27457 -0.69026 -2.32916 -0.02 0.11 -1.16 0.116
O -1.32162 -1.58714 -3.86833 0.10 -0.10 -0.01 -0.013
C -2.03526 -2.11851 -4.99129 -0.19 -0.04 -0.25 -0.004
C -3.07435 -1.07602 -5.40835 0.13 0.04 0.13 0.000
C -1.14411 -2.46376 -6.18372 0.15 0.12 0.25 0.000
C -2.70777 -3.38514 -4.46465 0.14 0.12 0.05 0.000
H 2.17924 1.89735 -6.36664 -0.02 0.04 0.00 0.000
H 1.28188 0.40735 -6.75372 0.04 -0.02 0.03 0.000
H 2.28210 0.47949 -5.29682 0.08 -0.02 -0.07 0.000
H -0.02875 3.16726 -6.52844 -0.01 0.01 -0.02 0.000
H -1.38535 2.68044 -5.49337 -0.09 0.05 0.03 0.000
H -0.89406 1.64921 -6.85393 0.00 0.00 0.02 0.000
H 1.23656 3.48625 -4.50704 0.02 -0.02 -0.03 0.000
H 1.76179 2.11891 -3.52338 0.15 -0.01 0.19 0.000
H 0.11699 2.73582 -3.35006 -0.05 0.05 0.05 -0.006
H -2.55396 -0.16060 -5.69422 -0.06 0.01 -0.03 0.000
H -3.73498 -0.84584 -4.56884 -0.02 -0.02 -0.01 0.000
H -3.67296 -1.43447 -6.24860 -0.01 -0.02 0.00 0.000
H -0.69976 -1.55744 -6.59473 0.02 -0.02 -0.08 0.000
H -1.73720 -2.96417 -6.95284 -0.05 0.03 0.02 0.000
H -0.32556 -3.10558 -5.86537 0.02 -0.05 -0.04 0.000
H -3.33850 -3.14306 -3.60704 -0.03 -0.04 -0.01 0.001
H -1.93708 -4.08370 -4.13578 -0.03 -0.04 0.01 0.000
H -3.31510 -3.85602 -5.24045 -0.03 0.02 0.00 0.000
```
Forces are in eV/Å.

## Properties
Spin multiplicity ... 3
Net charge ... -2
<S²> ... 2.0132
E_LUMO (spin up / spin down) ... 4.17 / 4.15 eV

---

# 6
C23H32N6O3PRuS3 | ωB97M-V/def2-TZVPD

XYZ file:
```
69
Properties=species:S:1:pos:R:3:forces:R:3:mulliken_spin:R:1
Ru -0.97451 1.13268 -0.23722 0.04 -0.10 -0.05 0.938
S -1.75272 0.72214 1.88918 0.00 -0.06 0.06 0.065
C -1.88169 -0.96632 1.45089 -0.08 0.02 0.00 -0.011
S -1.35483 -1.21562 -0.17522 0.01 0.11 0.05 -0.029
C -2.29568 -1.94763 2.31267 0.03 -0.02 0.03 0.028
C -2.66984 -1.64113 3.65288 -0.02 0.00 0.00 -0.002
N -2.97109 -1.38877 4.73572 0.03 -0.01 0.01 0.004
C -2.26369 -3.31419 1.90971 -0.01 0.02 -0.03 0.000
N -2.20877 -4.41138 1.56306 0.02 -0.01 0.00 0.008
C 0.45087 -2.23472 5.88621 -0.01 0.02 0.01 0.000
C 0.90254 -1.58487 4.60919 -0.02 -0.03 0.00 0.005
C 1.33019 -0.25788 4.59445 -0.01 0.01 -0.02 0.001
C 1.72583 0.35028 3.41735 0.00 -0.02 0.02 0.002
C 1.68610 -0.37368 2.23304 0.05 -0.02 0.04 -0.005
C 1.26042 -1.69209 2.21993 -0.01 0.05 0.03 0.002
C 0.87764 -2.29100 3.40927 -0.02 0.03 0.01 -0.002
S 2.19482 0.42056 0.75088 0.01 -0.10 -0.03 0.005
O 3.36138 1.21129 1.04112 -0.05 0.06 -0.06 0.000
O 2.26094 -0.57015 -0.29210 -0.01 0.05 0.10 0.001
N 0.96059 1.40779 0.37990 0.00 -0.02 -0.15 0.020
C 0.89648 2.76502 0.54474 -0.03 0.02 0.09 -0.007
C 1.82010 3.69859 1.03279 -0.02 -0.01 -0.01 0.005
C 1.41833 5.01481 1.09402 -0.01 0.00 0.00 -0.004
C 0.13915 5.39820 0.68538 0.01 0.00 0.00 0.008
C -0.71051 4.42222 0.21841 0.00 -0.01 -0.02 -0.010
N -0.33984 3.14268 0.14317 0.03 0.06 0.01 -0.004
H 0.82290 -1.69532 6.75646 0.03 -0.01 0.00 0.000
H 0.79476 -3.26756 5.94334 -0.01 0.00 0.00 0.000
H -0.63912 -2.23862 5.94191 -0.03 0.00 -0.03 0.000
H 1.35285 0.30356 5.52025 0.00 0.00 0.01 0.000
H 2.07015 1.37673 3.41533 0.01 0.00 0.00 -0.002
H 1.21285 -2.23346 1.28759 -0.01 0.02 0.07 -0.002
H 0.53811 -3.32034 3.39991 0.01 -0.01 0.00 0.000
H 2.80029 3.37718 1.34312 0.02 -0.01 -0.01 0.001
H 2.10717 5.76049 1.46996 0.00 0.00 0.00 0.000
H -0.18569 6.42679 0.73509 0.00 0.00 0.00 0.001
H -1.71876 4.65321 -0.10402 0.00 0.00 0.00 -0.001
N -3.05682 1.23249 -0.82476 0.00 -0.02 -0.01 -0.004
C -3.51872 1.67256 -2.16493 -0.02 0.00 0.00 -0.005
C -2.62813 2.77166 -2.74047 0.00 0.01 0.00 0.010
C -1.64061 2.27026 -3.79581 0.02 0.00 -0.01 0.002
C -0.88041 1.00499 -3.43975 0.00 -0.02 -0.01 -0.006
N -0.07455 1.12452 -2.20964 0.02 0.00 -0.02 -0.005
H -3.41305 0.29822 -0.62529 0.01 -0.01 0.00 0.001
H -3.46106 1.83984 -0.11825 0.01 -0.01 0.01 -0.003
H -4.55333 2.01030 -2.08678 0.00 0.00 0.00 -0.002
H -3.52186 0.79865 -2.81593 -0.01 0.00 0.00 -0.001
H -2.08593 3.24295 -1.91765 0.00 0.00 -0.01 -0.009
H -3.24633 3.55197 -3.18728 0.00 0.00 0.00 0.000
H -0.93257 3.07096 -4.03155 0.00 0.00 0.00 0.000
H -2.18462 2.06587 -4.72235 0.00 0.00 0.00 0.000
H -0.22812 0.72661 -4.26902 0.01 0.00 0.00 0.001
H -1.54826 0.15632 -3.29321 0.00 0.00 0.00 -0.002
H 0.58235 1.89618 -2.29900 -0.01 0.01 0.01 0.008
H 0.48542 0.26161 -2.17318 0.02 -0.06 0.01 -0.001
C 1.20913 -3.56977 -1.19980 0.01 -0.01 -0.04 0.000
P 1.45158 -2.72616 -2.76788 0.00 -0.02 0.06 0.000
C 3.21676 -2.39277 -2.87762 -0.01 -0.01 -0.03 0.000
C 1.11439 -3.96614 -4.03543 -0.02 0.02 -0.02 0.000
O 0.60633 -1.50673 -2.94820 -0.02 0.09 -0.04 0.000
H 1.70602 -4.54048 -1.19384 0.01 -0.01 -0.02 0.000
H 0.13998 -3.70122 -1.02967 0.03 -0.02 0.04 0.000
H 1.62499 -2.94422 -0.41171 -0.03 -0.02 -0.11 0.000
H 3.79525 -3.30926 -2.75510 0.00 0.00 0.01 0.000
H 3.48057 -1.68450 -2.09284 -0.01 0.01 0.00 0.000
H 3.43881 -1.95698 -3.85233 0.00 0.01 0.01 0.000
H 1.74688 -4.84552 -3.91224 0.00 0.00 0.01 0.000
H 1.29066 -3.52911 -5.01837 0.00 0.00 0.00 0.000
H 0.06751 -4.26262 -3.96843 0.00 -0.01 0.00 0.000
```
Forces are in eV/Å.

## Properties
Spin multiplicity ... 2
<S²> ... 0.7558
E_LUMO (spin up / spin down) ... 0.24 / -1.06 eV